# 1
C43H49CrN6O4SbSi as an isolated structure. Source: OMol25; level of theory: the ωB97M-V functional and the def2-TZVPD basis.

Cartesian coordinates (Å):
H: -1.80983 1.48473 2.75647
H: -3.76338 -1.01542 5.22408
H: 3.80009 2.61470 -1.68781
H: -2.22586 -0.35025 -0.14132
N: 2.37389 -2.06077 0.19442
H: -2.52803 -3.66676 0.61526
H: -5.42646 5.35660 3.51222
C: 3.74745 -3.82343 -0.63136
N: -1.39315 3.05270 1.02346
C: -1.91934 -0.91348 -2.18302
H: 4.64738 -1.50230 -2.46479
C: 0.62623 4.34753 -2.85732
C: -2.53279 -4.75331 0.66233
C: -0.71179 -2.94090 3.24756
C: -3.50634 5.60040 2.59154
H: 2.51138 1.41526 0.36507
O: 1.93979 -0.04278 -1.67469
C: -0.34192 3.37272 -3.07009
C: -0.01215 -1.98162 -2.89834
H: 3.96442 -4.53825 -1.41637
H: -3.51484 -5.13438 0.37626
C: -0.34680 -1.78798 -4.22975
H: -3.61096 0.68772 5.71803
C: 4.57209 -3.73598 0.47944
H: -1.28863 1.62898 -2.25609
C: -1.03884 -0.36015 2.35508
C: 1.19733 3.32094 -0.74467
C: 4.27942 1.67650 -1.97143
H: -3.49390 -1.34584 -0.82940
C: -0.91071 1.76306 0.99599
H: 2.16496 5.04507 -1.52144
H: -0.89458 3.71491 0.44878
C: -1.26601 7.00288 1.61818
H: -5.52974 2.92426 3.05179
C: -1.66750 -0.77924 3.54293
C: -2.80802 -0.52150 -1.04152
H: -3.47312 6.66374 2.77957
H: 3.09381 1.53933 -4.94550
C: -2.32448 -0.69125 -3.49900
O: -1.33859 5.59599 1.48702
H: -2.09702 7.49066 1.10289
H: -3.40389 0.36019 -1.28245
C: -1.46385 -5.29817 -0.24074
H: -0.57273 -3.95962 3.59273
Sb: 1.58331 -3.38468 -2.58180
C: -0.25093 -1.19877 1.57778
H: -1.26294 7.30179 2.66928
C: 0.29553 -4.85010 -1.64972
H: 0.46407 -3.22828 1.50768
C: 1.39080 4.31167 -1.70769
H: -0.18900 -8.18712 -1.45939
C: -0.53594 2.39236 -2.11541
Cr: 0.79404 -0.58895 -0.16560
H: -2.33769 -0.47817 6.14827
C: -2.45575 4.97161 1.94974
H: 3.79706 -0.29070 2.45450
H: 3.59152 -1.74627 -3.86271
H: 2.62875 -1.36042 3.24046
H: 1.69275 0.47149 -4.78101
C: -4.66652 3.50336 2.75228
H: -0.32823 7.29803 1.15649
H: -2.35233 -5.04645 1.69863
H: 4.93702 -0.61885 -3.96513
H: 0.79577 5.12449 -3.59146
N: -0.66672 -4.41461 -0.83735
N: -0.75748 -1.50883 -1.89234
C: -1.51553 -1.10575 -4.53628
C: -3.61674 2.86898 2.09348
C: -0.32092 -7.12643 -1.28458
C: -1.49852 -2.06935 4.00115
H: -1.79306 -0.91781 -5.56584
C: 2.90327 -0.89601 2.29141
H: 5.42937 -4.38860 0.58483
H: 2.07864 -0.25382 1.99168
C: 4.28517 -2.78213 1.43020
C: 3.18080 -1.95119 1.25970
C: 0.50366 -6.19837 -1.90930
H: 1.65805 1.97125 1.82953
C: 2.31729 1.19938 -4.25457
H: 5.06417 1.91232 -2.69620
H: 1.68765 2.05550 -4.00187
H: 4.76755 1.26379 -1.08345
H: -1.96276 -2.40344 4.91803
O: 1.97532 3.42889 0.37029
H: -0.94014 3.37674 -3.97198
C: -1.31458 -6.67195 -0.44056
C: -4.61163 4.85893 3.00383
H: 4.90655 -2.65586 2.30690
C: 4.15469 -0.99621 -3.29965
H: 3.33438 2.48854 1.52489
N: -1.31266 0.99559 2.02797
C: -2.49277 3.58447 1.70849
C: 2.38058 2.24661 1.05822
C: -0.11970 -2.51136 2.07584
H: -3.68497 1.81245 1.87376
H: 1.28865 -6.51646 -2.58404
C: 2.65576 -2.97485 -0.74823
Si: 3.06445 0.43341 -2.70852
C: 0.20819 2.35454 -0.93797
H: -1.97874 -7.36432 0.06159
N: -0.09541 1.37064 0.05275
H: -3.26060 -0.18203 -3.69042
O: -2.42445 0.17740 4.18051
C: -3.06416 -0.19047 5.38378
H: 0.29307 -2.17115 -5.01487

Output
* total charge: 0
* orbital gap (alpha / beta): 7.45 / 8.17 eV
* highest occupied orbital energy (alpha / beta): -6.8 / -7.5 eV
* multiplicity: 5


# 2
A 8-piece molecular cluster, C43H49INO26P overall at a distorted geometry. Source: OMol25; level of theory: the ωB97M-V functional and the def2-TZVPD basis.

Cartesian coordinates (Å):
H: -6.24315 4.79269 4.98622
H: 5.37962 -1.60449 -0.09078
H: 5.04390 -9.52677 -1.26319
C: -1.88304 5.22793 0.49067
O: -4.07563 7.46391 3.44062
C: -4.57303 4.31707 -1.60017
H: -2.53443 0.87312 -2.66359
O: -7.64504 -0.87188 -1.30579
C: 1.43091 0.37710 -0.66890
H: -0.99985 4.87885 -0.05488
C: 6.88799 -8.51088 4.96041
H: 7.14388 -7.59359 5.49961
H: 4.72407 -9.19738 0.43229
H: -5.24839 4.73905 7.34044
H: -5.79982 1.83561 -2.05728
H: -6.69235 -0.54875 -3.85578
H: 2.30890 -8.16331 -2.61457
H: 4.03875 -8.23933 -3.04014
H: 1.52214 6.56311 5.10560
C: -6.46872 -0.19355 -1.71504
C: 3.00119 -1.65726 0.57188
O: -5.07780 3.62055 -2.46232
C: -0.47300 2.30008 -5.75346
C: 1.11357 2.15404 -3.43711
O: 4.57141 -6.85662 -0.73388
C: 2.75607 0.98338 -1.48986
O: 5.53101 -9.40219 3.16988
H: 2.08842 -2.25948 3.39833
O: -0.19672 1.30169 -9.14856
C: -4.41240 4.13427 4.04512
C: 4.20244 0.24947 -1.25074
O: -4.67678 6.08742 5.16845
C: -4.33405 6.35505 3.87293
C: -6.73299 1.28814 -1.89261
O: 0.05159 5.19173 5.61430
C: 0.55216 0.38832 -8.85161
O: 5.43275 0.71241 -1.97424
C: 2.51485 2.26998 -2.53118
O: 1.49538 -0.14484 -9.68982
H: 0.70474 -2.21539 -8.12876
H: 7.77118 -8.85996 4.41487
H: 2.80483 -1.03366 -6.22502
C: 4.24538 -5.89194 -1.64524
H: -0.81826 8.90006 5.58155
H: -1.62715 6.14522 1.02986
C: 3.30293 -7.77521 -2.37513
C: 2.04900 -1.77586 -6.50361
H: -7.23384 1.69820 -1.00915
H: 4.28191 -8.82798 5.54147
C: -4.36824 5.58771 0.21949
H: 3.49938 -10.03744 -0.55172
H: 1.94552 2.95793 -5.61514
O: 3.35498 3.31228 -2.59222
O: -1.06638 6.55401 7.01945
H: 6.64650 -9.28681 5.69484
O: 3.69322 -10.11826 2.00742
C: 4.33897 -1.06104 -0.22838
H: -4.94465 3.28889 3.60006
C: -0.15433 8.71403 6.43264
H: 2.53777 -2.75160 -6.58540
C: 4.19800 -9.42175 2.86957
H: -2.82759 6.32529 -1.10461
C: 0.10993 7.23234 6.61021
H: -7.39692 1.47418 -2.74369
O: -8.26495 -3.06938 -1.47371
H: 5.94343 -7.41352 3.36514
H: -5.70616 -0.35035 -0.94273
C: -5.16495 4.75595 5.18286
O: 3.35376 -6.37221 -2.56767
H: -0.61330 2.51984 -6.90080
C: -0.01084 1.15936 -0.99615
H: -0.11370 6.87714 4.46947
O: 2.67765 -4.54561 0.69549
O: 0.56738 -0.23970 -7.63800
H: 0.77883 9.26149 6.26796
H: -5.05651 -0.86278 -3.21964
C: -6.12483 -0.90422 -2.98939
H: -3.83060 3.93720 6.68292
H: -0.65518 9.12409 7.31610
O: -3.24002 4.33662 -1.29987
O: -1.68630 4.35651 6.85153
C: 0.45383 6.52167 5.33586
O: -5.26750 5.18406 -0.79858
O: 3.50353 -8.55475 3.67117
C: 3.64039 -7.91001 -0.92075
H: -2.84432 1.50155 -5.43495
C: 5.91792 1.89909 -1.19601
C: 4.25549 -9.24630 -0.55642
H: -3.39803 3.81925 4.31135
O: 4.68948 -4.75793 -1.64111
O: -0.91535 1.47944 -0.05587
C: 5.73245 -8.27626 4.00835
O: -4.31637 5.20760 3.12489
C: 2.30941 -0.98224 -8.88721
C: 1.01538 2.54219 -5.03510
C: -1.79008 1.70385 -4.92398
H: 3.17819 -4.42403 -0.18741
C: -1.67314 1.32839 -3.32440
N: 5.98738 3.10172 -0.66346
H: 3.15684 -0.39104 -8.52470
H: 2.77310 -7.70749 -0.28096
C: -7.54482 -2.14253 -1.79864
H: 1.32518 -1.80927 -5.68235
C: -3.03858 5.46255 -0.46140
H: -4.48912 4.91083 1.07173
H: 2.68591 -1.82876 -9.46834
H: -4.58178 6.61076 0.54169
O: -6.52707 -2.23416 -2.71095
C: -4.90213 4.09813 6.52263
O: 2.33821 -3.19332 3.11345
C: 1.36358 -1.40175 -7.80245
H: -2.12452 4.45200 1.22510
P: 3.30751 -3.20064 1.66724
C: -0.96616 5.28336 6.52661
H: 0.87250 7.07553 7.38252
H: -5.40989 3.13108 6.59064
I: -0.26952 -1.65773 1.35488
H: 4.18924 -7.12806 5.01144
C: -0.21236 1.56186 -2.60711
C: 4.40279 -8.15110 4.68924
C: 1.54804 -0.91586 0.34523

Output
* total charge: 0
* orbital gap: 7.00 eV
* highest occupied orbital energy: -9.0 eV


# 3
C43H49IrN4O2S as an isolated structure. Source: OMol25; level of theory: the ωB97M-V functional and the def2-TZVPD basis.

Cartesian coordinates (Å):
H: -0.97072 -7.15232 1.00498
N: 0.34259 -1.19064 1.95063
C: 1.92638 3.80573 -3.55724
H: -5.95376 -0.66620 1.19733
H: 0.69759 -3.26917 0.86987
N: -1.68736 0.04713 0.34101
O: -1.10394 -7.81177 0.31519
C: 1.02028 -2.57737 3.65456
H: -0.77837 4.55070 -4.05492
C: -0.59011 -3.74291 -2.22333
H: -4.30082 -3.23887 0.92939
H: -0.82622 2.44834 -5.43591
H: -2.82519 -2.08791 2.69019
C: 2.75227 -1.37966 2.28672
C: 1.42972 2.05188 -1.68498
H: -5.33033 -0.89030 -2.26586
H: 5.20673 0.58896 -2.74269
C: 2.74135 1.76843 -1.35375
C: 4.56914 -0.23279 0.98914
C: -5.20969 -2.65069 0.79215
C: -0.09525 -5.10226 0.12707
C: 6.06892 -2.24601 1.12280
H: 5.20979 -2.91261 1.21068
C: -5.04440 0.89004 -1.05875
C: -0.66290 -5.78436 -0.94331
H: 6.90824 1.03455 -2.55829
H: 3.03038 -2.88852 6.45564
H: 3.50632 2.28763 -1.91616
H: 1.44825 4.01876 -4.51536
H: 2.81948 -1.46227 5.43139
O: -1.28154 -7.87650 -1.88439
C: 1.00960 2.96537 -2.72503
H: 5.53112 2.32831 -0.93325
C: -0.03269 -3.05076 -1.13724
C: -1.27098 3.64956 -3.68456
H: -0.76232 -3.71528 5.38304
N: 2.36661 0.15939 0.43818
C: 5.74138 -0.85600 1.67790
C: -3.88245 -0.51672 0.75407
C: 4.56489 0.65790 -0.03581
H: -2.20784 -4.51746 2.79589
H: 1.45910 -2.08210 6.36060
S: 0.31246 -1.36394 -1.47757
H: 1.45447 -4.17424 4.98512
H: -5.96091 0.75723 -0.48111
H: 2.83511 3.24616 -3.79028
H: 0.15153 -5.60513 1.05686
C: 1.93978 -3.27094 4.61016
H: 2.77155 4.92440 -1.89809
C: -5.18838 0.18150 -2.40960
H: 6.60542 1.23835 -0.08938
Ir: 0.34177 0.04504 0.33664
C: -1.69791 2.77429 -4.86703
H: -5.41077 -2.60724 -0.27892
C: -0.33916 -2.63237 3.60600
C: -0.88630 -5.08518 -2.12939
H: 2.98452 5.70756 -3.46948
C: 3.17683 0.90164 -0.36945
C: 5.73185 1.27079 -0.74309
H: -4.93594 1.96620 -1.21761
H: 3.51697 -1.86192 2.88165
H: -2.21685 1.87889 -4.52171
C: 3.18430 -0.53787 1.28165
C: 6.05877 0.56374 -2.06197
C: -2.06342 -1.55076 2.13989
H: -2.15613 3.98945 -3.14096
C: -0.75350 -1.76188 2.53270
H: 6.61173 -0.20603 1.57045
C: -5.04038 -1.23960 1.36515
H: -6.04244 0.56858 -2.96661
H: 5.54532 -0.92806 2.75069
H: 6.30435 -0.48392 -1.88465
H: 6.32953 -2.18537 0.06560
H: -6.03528 -3.17537 1.27439
H: -2.36275 3.31862 -5.53880
C: -2.49921 0.72526 -0.51650
H: -2.13719 -2.86322 4.72532
H: -2.83239 2.08800 -2.08471
H: -0.79937 -3.20748 -3.14105
H: 2.83676 -3.60549 4.08338
H: 1.40520 5.71834 -2.67326
C: -1.03853 -7.22626 -0.90622
C: -3.88364 0.37703 -0.26709
C: -0.76152 1.98687 -1.73757
N: 0.33481 1.49459 -1.09159
C: 2.33901 -2.37527 5.78642
C: -1.71020 -4.73951 3.74152
H: -1.31664 -5.61594 -2.96796
H: -4.29306 0.31248 -3.01899
H: -2.39573 -5.31380 4.36570
C: 1.43877 -1.67376 2.60923
H: 6.90764 -2.69479 1.65654
C: -2.06849 1.62302 -1.47500
C: -2.49754 -0.71829 1.12954
C: -1.26218 -3.45641 4.44773
H: -4.91018 -1.29665 2.44879
C: -0.34782 2.92999 -2.75279
C: 2.29689 5.11880 -2.86115
H: -0.84595 -5.36818 3.51804
C: 0.22467 -3.75794 0.03463

Output
* total charge: 0
* orbital gap: 6.06 eV
* highest occupied orbital energy: -7.0 eV


# 4
C43H50AsGe2N2O2PtTe as an isolated structure. Source: OMol25; level of theory: the ωB97M-V functional and the def2-TZVPD basis.

Cartesian coordinates (Å):
C: 0.33923 3.88092 -4.49427
C: -1.73505 0.52659 2.80642
C: 1.22166 -0.62813 2.35071
H: -5.66459 -1.31318 -1.96864
C: -1.25931 -5.49829 -0.98168
H: -1.95728 -2.16590 4.20491
C: -0.60245 -0.36867 -2.72930
N: -0.54491 -0.36309 -3.88297
H: 6.78942 -1.18079 0.66121
C: 1.53051 3.84432 2.44341
H: 0.90766 -7.55692 0.60414
H: -3.01887 2.57100 -2.61533
H: 4.47371 0.40796 -2.05520
H: 5.46166 -1.45149 4.73939
O: -3.77645 -1.41270 -1.74649
H: -0.55500 -9.23298 -0.45896
C: 0.42239 3.19205 0.43008
C: -0.16963 -5.88926 -0.18442
H: 0.11229 3.80710 -5.54919
H: -5.83705 4.93234 -0.42838
H: 2.66390 5.65849 -0.18598
C: 3.60741 -0.94919 1.90086
H: -0.59845 -3.25504 1.66569
C: 2.48629 1.00169 -1.32512
C: 0.60973 3.03198 1.79279
C: -4.90260 4.38890 -0.46646
H: -5.16057 3.78605 -2.51294
C: -3.31766 3.05816 -1.69325
C: 2.08097 4.92473 0.35474
H: 4.47688 -0.88636 -0.08405
C: 2.26828 -0.74876 1.44332
Pt: -0.69185 -0.35873 -0.68865
C: 3.99058 1.21575 -1.50437
C: 1.16615 4.11877 -0.31027
H: -4.35432 4.89208 1.54346
C: -1.24651 -2.53693 2.18055
H: 0.04481 2.29865 2.34974
C: 6.25787 -1.32329 2.74320
C: -5.19943 0.12078 -0.61502
H: 0.47059 -5.15321 0.28637
C: 0.93115 4.11035 -1.77670
H: -0.30311 -2.77143 4.13429
H: -0.24263 1.34363 4.18648
C: -4.06831 4.37063 0.64012
H: -1.04082 -0.10080 4.78248
H: 1.61351 -3.08479 -0.99224
H: -2.93948 -6.15016 -2.19950
C: -1.29097 -2.84830 3.67724
Ge: -0.65214 -0.71113 1.74049
H: 1.99126 1.04651 -2.30008
Te: -1.60170 -3.51620 -1.27556
C: 3.60296 -2.69614 -1.72647
As: -0.74544 2.22916 -0.74178
C: -2.84622 3.70799 0.58464
H: -6.81866 -0.07745 -1.97577
C: -2.09906 -6.45082 -1.58738
C: -1.19802 0.81465 4.21079
C: 5.22765 -1.31534 3.69300
C: -2.47722 3.05625 -0.58319
H: 2.24410 5.70964 -2.36986
H: 1.72903 5.49070 -4.75678
H: -6.84257 -1.20812 -0.77511
H: 1.65128 -2.11308 -2.45341
H: 3.65046 -3.56707 -2.38074
C: -3.82228 -0.47120 -0.93553
H: 1.67952 3.74737 3.51059
H: 3.15022 -1.14134 4.02883
H: 4.16601 2.13208 -2.06951
H: 4.09892 -2.97351 -0.79624
H: -2.24790 -2.63440 1.74543
H: 1.44796 -0.53356 3.40803
C: 4.68686 -0.99593 0.96843
H: -1.88037 1.44880 2.23969
H: 2.96352 5.42495 2.23639
Ge: 1.75469 -0.61928 -0.50314
C: 1.54523 4.95104 -2.69679
H: -5.22801 1.16252 -0.92929
C: 0.07385 -7.23529 -0.00434
H: 4.18731 -1.90893 -2.20327
H: -2.18501 3.72954 1.44215
C: 3.93449 -1.13472 3.28805
H: 4.50236 1.33662 -0.55029
C: 1.25053 4.83011 -4.04672
H: 7.28142 -1.46101 3.06730
H: -0.43569 -0.34417 -4.87948
H: -5.41133 0.06776 0.44935
C: -0.75542 -8.18017 -0.60720
H: -1.89016 1.43253 4.78274
C: 5.98103 -1.16492 1.37891
H: 2.09127 1.82561 -0.73336
C: -0.28631 3.03669 -3.58529
O: -2.88629 0.08067 -0.30759
H: -1.65436 -3.85929 3.86310
C: 0.01763 3.15728 -2.23899
C: -1.83623 -7.79307 -1.39440
H: -2.72340 0.06267 2.87086
H: -2.46941 -8.53935 -1.85358
N: -6.23126 -0.66270 -1.38240
C: -4.52536 3.73772 -1.63717
C: 2.25392 4.78884 1.72545
C: 2.15195 -2.27165 -1.49300
H: -1.01495 2.31763 -3.93270

Output
* total charge: +3
* orbital gap (alpha / beta): 6.96 / 4.47 eV
* highest occupied orbital energy (alpha / beta): -14.3 / -14.8 eV
* multiplicity: 5